Computed, not measured: C42H65BN6O2PTi as an isolated structure in a non-equilibrium geometry, with ωB97M-V with the def2-TZVPD basis set.

XYZ file:
```
118
Properties=species:S:1:pos:R:3:forces:R:3
Ti 0.177 -0.941 0.582 1.0 0.7 -1.2
P -0.376 2.615 -1.227 -0.3 0.8 -0.3
O -1.165 0.657 2.987 0.1 0.2 0.2
O -2.669 -0.344 1.631 -0.3 0.3 -0.1
N 1.739 0.183 1.045 2.1 1.0 0.4
N 1.094 -2.092 2.250 0.4 -0.3 0.0
N -1.080 -2.450 0.638 -1.9 -2.3 0.5
N 3.371 -2.144 -0.760 0.0 0.3 0.1
N 0.273 -1.000 -1.570 0.4 -0.3 -0.4
N 0.910 -4.107 -1.368 -0.1 0.1 0.1
C 3.659 1.539 0.507 0.2 0.1 0.1
C -2.233 0.355 5.119 0.1 0.0 -0.2
C 3.417 0.674 2.703 0.1 0.1 0.0
C 0.205 4.402 -0.777 0.0 -0.2 0.0
C 3.961 -2.934 0.137 0.0 -0.1 0.0
C -2.622 1.266 -2.024 0.0 0.0 -0.1
C -2.256 2.668 -1.496 0.3 -0.2 0.0
C 1.731 2.342 -3.020 -0.1 0.0 0.0
C 0.284 2.019 -5.332 0.0 0.0 -0.1
C 0.166 -4.067 -2.633 0.1 0.0 0.0
C -0.369 2.286 -4.135 0.0 0.1 -0.1
C -0.747 5.056 0.227 0.0 0.0 -0.1
C -2.776 2.299 3.691 0.1 -0.2 -0.1
C -2.940 2.753 -0.127 0.1 0.1 0.0
C 4.122 1.483 1.816 -0.2 -0.1 -0.1
C 3.578 -2.860 1.599 -0.4 0.3 -0.1
C 0.478 -2.802 -3.422 0.0 0.1 0.4
C 2.126 -3.155 2.025 0.1 -0.3 0.0
C 1.540 4.243 -0.037 0.0 0.0 0.0
C 0.334 2.443 -2.939 0.0 -0.2 0.1
C 2.488 0.903 0.172 -0.1 0.1 0.1
C -2.769 -4.667 0.914 0.1 0.3 0.0
C 1.565 -0.996 3.130 0.1 0.2 -0.1
C -2.423 0.814 3.677 -0.1 0.1 0.1
C -3.411 -0.069 2.834 -0.1 -0.1 0.1
C -2.937 -3.762 -0.125 -0.1 -0.3 0.0
C -1.789 -4.389 1.861 -0.1 -0.2 0.0
C 2.387 2.059 -4.208 0.0 0.0 0.0
C 0.384 5.325 -1.981 -0.1 0.0 0.1
C 5.454 -3.827 -1.529 -0.1 0.1 0.0
C 1.661 1.882 -5.376 0.0 0.0 0.0
C -4.729 0.603 2.469 0.2 0.0 0.0
C -0.077 -2.781 2.802 -0.3 -0.1 0.1
C 2.279 0.021 2.283 0.1 -0.2 0.2
C 4.898 -2.938 -2.437 0.1 -0.2 0.0
C 3.865 -2.132 -2.002 -0.3 0.2 0.0
C -2.086 -2.683 -0.226 0.2 0.1 0.0
C -2.785 3.799 -2.386 0.0 -0.1 0.0
C -0.990 -3.276 1.708 0.1 0.0 0.1
C -0.115 -1.473 -2.927 -0.3 -0.2 -0.3
C 4.992 -3.800 -0.224 0.0 -0.2 0.0
C -3.742 -1.421 3.473 0.1 0.1 -0.2
B -1.331 0.033 1.750 -1.1 0.1 1.1
H 3.468 1.991 -4.215 0.0 0.0 0.0
H -2.797 3.715 0.356 -0.1 -0.1 0.0
H -1.205 -1.537 -2.967 0.0 0.0 0.0
H 2.163 1.662 -6.309 0.0 0.0 0.0
H 3.773 0.522 3.714 0.0 0.0 0.0
H 2.214 -1.371 3.928 0.0 0.0 0.0
H -4.284 -2.019 2.739 0.0 0.0 0.0
H -2.213 -1.947 -1.007 0.1 0.0 -0.1
H 2.331 2.524 -2.140 0.0 -0.1 0.1
H -0.890 4.423 1.105 -0.1 0.0 0.0
H -4.580 1.563 1.982 0.0 0.0 0.0
H 1.901 -4.205 -1.575 0.0 0.0 0.1
H -3.777 3.540 -2.764 0.0 0.0 0.0
H -0.900 -4.113 -2.412 -0.1 0.0 0.0
H -4.016 2.611 -0.263 0.0 -0.1 0.0
H 0.480 -0.001 -1.642 0.1 0.0 -0.1
H 1.843 5.207 0.380 0.0 0.0 0.0
H 1.049 4.900 -2.731 0.0 0.0 0.0
H -3.174 0.415 5.667 0.0 0.0 0.1
H 5.429 -4.454 0.519 0.0 0.0 0.0
H -0.296 1.930 -6.242 0.0 0.0 0.0
H 3.406 -1.428 -2.692 0.0 0.0 0.1
H 0.191 -0.718 -3.657 -0.1 0.1 0.1
H 0.416 -4.931 -3.259 -0.2 0.0 -0.1
H -1.712 5.298 -0.213 0.0 0.0 0.0
H -5.270 -0.049 1.783 0.0 0.0 0.0
H -0.648 -2.048 3.377 0.0 0.0 0.0
H -0.302 5.996 0.562 0.0 0.0 0.0
H 0.636 -4.940 -0.857 0.1 0.0 0.1
H -2.858 2.697 2.682 0.0 0.0 0.0
H -3.709 1.151 -2.027 0.0 0.0 0.0
H -2.265 1.066 -3.031 0.0 -0.1 0.0
H 4.209 2.087 -0.247 -0.1 0.0 0.0
H 2.211 -3.679 2.986 0.0 0.0 -0.1
H -2.207 0.511 -1.349 -0.1 0.0 0.0
H -1.511 1.012 5.604 0.0 0.0 0.0
H 4.188 -3.617 2.092 0.0 0.1 0.2
H 1.438 3.530 0.783 0.1 0.0 0.0
H 6.231 -4.515 -1.831 0.1 0.0 0.0
H -2.142 4.018 -3.236 -0.1 0.0 0.0
H 2.107 0.970 -0.834 0.0 0.0 -0.1
H 1.697 -3.850 1.302 -0.1 -0.1 0.0
H -1.983 2.842 4.206 0.0 0.0 0.0
H -2.888 4.717 -1.809 0.0 0.0 -0.1
H -1.441 2.394 -4.172 0.0 0.0 0.0
H -1.853 -0.664 5.174 0.0 0.0 0.0
H 5.248 -2.879 -3.458 0.0 0.0 0.0
H 0.693 -0.502 3.566 -0.1 -0.1 0.0
H 0.211 -3.592 3.481 -0.1 0.0 0.0
H -0.571 5.553 -2.455 0.0 0.0 0.0
H -1.661 -5.032 2.722 0.0 0.0 0.0
H 2.344 3.912 -0.690 0.1 0.0 0.0
H -2.568 1.965 0.525 -0.1 -0.1 0.1
H 1.566 -2.709 -3.496 0.0 0.0 -0.1
H -4.370 -1.293 4.353 0.0 -0.1 0.0
H -3.723 -3.901 -0.855 0.0 0.1 0.0
H 0.099 -2.944 -4.435 0.0 0.1 -0.1
H 0.823 6.267 -1.641 0.0 0.0 0.0
H -5.340 0.749 3.361 0.0 0.0 0.0
H -3.714 2.466 4.221 0.0 0.1 0.0
H 3.893 -1.895 1.992 0.1 0.1 0.0
H -2.845 -1.974 3.750 0.0 0.0 0.0
H 5.009 2.016 2.125 0.0 0.0 0.0
H -3.401 -5.538 1.009 0.0 0.0 0.0
H 1.132 -1.489 -1.279 0.3 0.1 -0.7
```
Positions in Å, forces in eV/Å.

Summary:
2S+1	3
energy above the lowest of the compared OMol25 structures with the same formula, charge and spin	52.3	kcal per mole
HOMO-LUMO gap (alpha / beta)	5.3 / 7.7	eV
total charge	+1

---

Computed, not measured: C42H65BN6O2PTi as an isolated structure in a non-equilibrium geometry, with ωB97M-V with the def2-TZVPD basis set.

XYZ file:
```
118
Properties=species:S:1:pos:R:3:forces:R:3
Ti -0.393 0.862 -0.460 -2.2 -1.1 0.8
P 1.973 -3.140 0.623 0.5 -0.6 0.1
O 2.416 1.710 -1.593 0.2 0.0 -0.2
O 2.497 1.675 0.660 0.3 -0.2 0.2
N -3.607 0.794 2.089 -0.2 -0.2 0.0
N -1.163 2.126 -2.176 -0.1 0.2 -0.2
N -0.407 -0.685 1.416 -0.9 0.3 0.1
N -2.492 -0.039 -1.124 -0.5 -0.2 0.0
N -0.551 2.424 0.868 0.0 1.8 1.5
N -0.084 -0.384 -1.993 0.5 -1.4 -2.1
C 4.781 1.284 -1.570 -0.2 0.0 0.0
C -0.099 0.219 -3.209 0.1 0.1 -0.1
C 4.672 -4.062 1.253 -0.1 0.0 0.1
C 1.092 -4.738 1.167 0.0 0.3 0.0
C 3.690 2.305 -1.260 0.2 -0.1 0.0
C -2.494 1.768 -2.710 0.0 -0.2 0.0
C -0.178 -2.503 -3.123 0.0 -0.1 -0.2
C -0.175 -1.881 -4.362 0.1 0.1 0.2
C 0.263 3.266 2.984 -0.1 0.2 0.2
C 0.112 -5.124 0.051 0.1 0.0 0.0
C 2.629 -3.457 -1.072 -0.3 0.2 0.1
C -2.863 -1.276 -0.768 -0.2 0.2 0.3
C 3.376 -4.764 -2.963 0.0 -0.1 0.0
C -1.035 4.670 1.589 0.0 0.2 0.2
C 2.844 -2.302 -1.831 0.1 -0.1 0.0
C 0.150 2.290 2.023 -0.2 0.0 -0.1
C -1.949 3.819 -0.575 0.4 -0.1 -0.1
C 1.959 -5.933 1.564 0.0 0.0 -0.1
C -1.136 3.636 0.676 -0.2 -0.3 -0.1
C -0.139 1.725 -3.164 0.1 -0.1 -0.2
C -3.630 -0.415 -3.205 -0.1 -0.1 0.0
C 2.908 -4.690 -1.658 0.1 0.0 -0.1
C -0.111 -1.729 -1.986 0.1 0.1 0.0
C -0.121 -0.493 -4.390 0.1 0.0 -0.1
C 3.006 4.000 0.543 0.0 -0.2 0.0
C 3.538 2.591 0.265 0.0 0.3 -0.1
C -0.827 -0.852 2.847 0.1 0.1 0.3
C 4.193 -1.628 1.080 0.0 -0.1 0.0
C -2.887 0.368 -2.338 0.0 0.2 0.0
C -3.172 0.240 3.358 0.2 -0.1 0.1
C -3.978 -1.701 -2.827 0.1 0.1 0.0
C 3.634 -2.981 1.547 -0.3 0.1 0.0
C 3.880 3.532 -2.140 -0.1 -0.1 0.1
C 3.365 -2.893 3.050 0.0 0.0 0.0
C 3.339 -2.375 -3.123 0.1 0.1 0.0
C 0.238 -4.344 2.385 0.1 0.0 0.0
C -2.319 -1.021 3.199 0.1 0.3 -0.4
C -1.132 3.559 -1.851 -0.1 0.2 0.1
C -0.344 4.497 2.778 0.0 -0.2 -0.2
C -3.579 -2.136 -1.574 -0.2 -0.1 -0.1
C 3.599 -3.609 -3.697 0.0 0.1 0.0
C 4.783 2.350 1.102 -0.1 -0.1 -0.1
B 1.732 1.304 -0.446 1.5 0.7 0.2
H 2.776 -5.611 -1.110 0.0 0.0 0.0
H 5.651 -3.719 1.599 0.0 0.0 0.0
H -0.685 -1.552 0.967 0.2 -0.1 -0.1
H 5.601 2.987 0.760 0.0 0.0 0.0
H 1.322 -6.813 1.687 0.0 0.0 0.0
H 4.300 -2.694 3.579 0.0 0.0 0.0
H -0.096 3.866 -1.690 0.0 -0.1 -0.1
H -2.363 4.826 -0.591 0.0 0.0 0.0
H -0.207 -3.581 -3.040 0.0 0.0 0.1
H -2.612 0.959 3.977 0.0 0.0 0.0
H 3.031 4.210 -2.065 0.0 0.0 0.0
H 3.966 3.210 -3.178 0.0 0.0 0.0
H -3.833 -3.127 -1.224 0.0 0.0 0.1
H -3.247 2.446 -2.306 0.0 0.0 0.0
H -0.252 -5.232 2.793 0.0 0.0 0.0
H 4.450 -4.995 1.769 0.0 0.0 0.0
H -2.809 -1.689 2.486 -0.1 -0.1 0.0
H -2.813 1.062 1.538 0.3 0.3 -0.3
H -0.544 -3.635 2.105 0.0 0.0 0.0
H -3.938 -0.013 -4.161 0.1 0.0 0.0
H 3.510 -1.463 -3.683 0.0 0.0 0.0
H 2.454 -5.757 2.519 0.0 0.0 0.0
H -1.528 5.610 1.379 0.0 0.0 -0.1
H -0.564 -4.295 -0.183 0.0 0.0 0.0
H 2.673 -2.079 3.281 0.0 0.0 0.0
H 2.723 -6.172 0.828 0.0 0.0 0.0
H 2.811 4.099 1.610 0.0 0.0 0.0
H -0.357 2.138 -4.156 0.0 0.0 0.0
H -4.178 1.616 2.250 0.0 0.0 -0.1
H 4.789 4.070 -1.870 0.0 0.0 0.0
H -0.204 -2.454 -5.278 0.0 0.0 0.0
H 3.721 4.767 0.246 0.0 0.0 0.0
H 0.833 2.096 -2.839 0.0 0.0 0.1
H 4.754 -4.264 0.186 0.0 0.0 0.0
H 3.455 -0.827 1.171 0.0 0.0 0.0
H 0.660 1.353 2.157 0.0 0.0 0.0
H -2.603 -1.570 0.238 0.0 -0.1 0.1
H 3.569 -5.733 -3.407 0.0 0.0 0.0
H 2.956 -3.822 3.447 0.0 0.0 0.0
H 4.676 0.401 -0.941 0.0 0.0 0.0
H 2.617 -1.331 -1.400 0.0 0.0 0.0
H -0.105 0.038 -5.333 -0.1 0.0 0.0
H -2.510 1.885 -3.798 0.0 0.1 0.0
H 4.691 0.974 -2.612 0.0 0.0 0.0
H 5.066 -1.362 1.682 0.0 0.0 0.0
H 0.817 3.060 3.890 0.1 0.0 0.0
H 5.771 1.715 -1.420 0.0 0.0 0.0
H -4.545 -2.339 -3.491 0.0 0.0 0.0
H 2.064 4.159 0.013 0.0 0.1 0.0
H -0.281 5.288 3.511 0.0 0.0 0.0
H -0.042 -2.194 -1.012 -0.1 0.0 0.0
H 0.840 -3.902 3.179 -0.1 0.0 0.0
H 5.099 1.310 1.063 0.0 0.0 0.0
H -1.530 4.148 -2.688 0.0 0.0 0.0
H -0.324 -1.747 3.226 0.1 0.2 0.1
H -0.451 -0.001 3.417 0.1 0.0 0.0
H 3.972 -3.667 -4.712 0.0 0.0 0.0
H 0.614 -0.703 1.395 0.0 -0.3 0.0
H -2.785 3.113 -0.540 -0.1 0.1 0.0
H 4.511 -1.686 0.039 0.1 0.0 0.0
H -2.336 -1.521 4.169 0.1 -0.1 0.0
H -4.076 -0.028 3.908 0.1 0.0 0.1
H 0.611 -5.416 -0.871 0.0 0.0 0.0
H -0.499 -5.967 0.384 0.0 0.0 0.0
H 4.565 2.600 2.141 0.0 0.0 0.0
```
Positions in Å, forces in eV/Å.

Summary:
2S+1	3
energy above the lowest of the compared OMol25 structures with the same formula, charge and spin	24.9	kcal per mole
HOMO-LUMO gap (alpha / beta)	5.4 / 7.5	eV
total charge	+1